## P
Computed, not measured: C20H23N3O2 in the gas phase, with ωB97M-V with the def2-TZVPD basis set.

Atoms and positions in Å:
1 O 0.90 1.30 2.88
2 O -1.19 0.52 -0.29
3 N 0.73 -0.53 1.13
4 N 0.18 -1.37 0.05
5 N -2.01 -0.40 -2.69
6 C 2.03 2.24 5.05
7 C -2.48 2.22 -6.91
8 C -2.13 -2.38 -1.45
9 C 0.73 2.23 5.89
10 C -2.26 0.74 -4.65
11 C 2.90 -1.53 3.95
12 C 3.59 -1.04 5.02
13 C -1.73 -0.43 -4.25
14 C 1.71 -1.42 1.94
15 C -1.43 -1.50 -4.82
16 C 0.62 2.51 7.30
17 C -0.61 -0.52 -0.72
18 C -1.32 -1.21 -1.92
19 C 3.38 0.38 5.32
20 C -1.69 -0.25 -6.73
21 C 1.91 0.47 3.56
22 C 2.40 0.99 4.65
23 C -2.08 0.84 -6.12
24 C 2.25 -0.80 3.05
25 C -1.19 -1.26 -6.26
26 H -2.76 3.19 -6.10
27 H 0.65 0.61 2.16
28 H 1.97 2.95 4.42
29 H -1.59 -3.16 -0.83
30 H 3.12 -2.57 3.42
31 H 1.46 2.99 7.81
32 H -0.15 1.93 5.36
33 H 2.79 2.87 5.87
34 H 1.89 -2.53 1.72
35 H -3.43 2.08 -7.32
36 H -0.56 -1.86 -2.36
37 H -1.66 -0.03 -7.97
38 H -2.21 1.60 -4.26
39 H -0.34 2.58 7.77
40 H 3.77 0.59 6.39
41 H -2.81 -2.06 -0.98
42 H -0.98 -2.29 -4.44
43 H -2.49 -3.21 -2.39
44 H 4.23 -1.85 5.70
45 H 0.51 -2.25 -0.21
46 H -0.86 -2.23 -6.89
47 H -2.15 0.40 -2.30
48 H -1.60 2.45 -7.53

Properties
- orbital gap (eV) = 7.13
- total charge = 0

## Q
Computed, not measured: C20H23N3O2 in the gas phase, with ωB97M-V with the def2-TZVPD basis set.

Atoms and positions in Å:
1 O 0.34 1.26 2.27
2 O 0.12 -5.64 -0.83
3 N -1.87 1.08 1.81
4 N 1.51 -3.83 1.80
5 N 1.31 -4.86 0.98
6 C -1.50 3.26 -0.15
7 C 1.65 2.62 -0.87
8 C 2.04 -6.08 1.16
9 C 0.51 -1.58 1.87
10 C -2.20 2.44 2.17
11 C 0.68 -2.87 1.37
12 C -0.42 -0.76 1.28
13 C 0.84 3.75 -0.82
14 C 0.38 -4.63 0.03
15 C 1.86 4.52 -2.87
16 C 2.55 2.44 -1.90
17 C 2.65 3.39 -2.90
18 C -0.59 0.62 1.82
19 C -0.17 3.91 0.28
20 C -1.16 -1.20 0.15
21 C -2.57 3.29 0.94
22 C -1.00 -2.45 -0.37
23 C -0.08 -3.32 0.23
24 C -0.83 -5.37 -1.84
25 C 0.95 4.70 -1.83
26 H -1.88 3.79 -1.03
27 H 1.94 5.26 -3.65
28 H -2.60 0.51 1.42
29 H 2.61 -6.31 0.25
30 H 1.09 -1.23 2.71
31 H -3.04 2.43 2.87
32 H 1.36 -6.91 1.36
33 H -1.81 -5.14 -1.41
34 H 2.72 -5.94 2.00
35 H 0.20 3.41 1.17
36 H -2.74 4.31 1.27
37 H 0.33 5.58 -1.81
38 H -0.51 -4.55 -2.48
39 H -1.57 -2.75 -1.24
40 H -3.50 2.91 0.52
41 H 3.36 3.25 -3.71
42 H -1.32 2.85 2.67
43 H -1.85 -0.52 -0.32
44 H 1.57 1.89 -0.08
45 H -0.90 -6.28 -2.43
46 H -1.30 2.23 -0.44
47 H 3.17 1.56 -1.92
48 H -0.34 4.96 0.50

Properties
- orbital gap (eV) = 8.35
- total charge = 0

The most stable of them is Q.

## P
Computed, not measured: a molecular structure, C25H31N6NaO2S3, with ωB97M-V with the def2-TZVPD basis set.

Atoms and positions in Å:
1 S 1.41 -0.21 -4.00
2 S 0.69 -2.55 2.07
3 S 0.25 1.92 1.02
4 Na 0.48 0.03 -1.03
5 O 1.29 0.88 0.89
6 O 0.73 3.24 1.36
7 N -1.64 1.11 -2.62
8 N 0.53 -2.70 -2.29
9 N 0.99 -1.88 4.69
10 N 1.86 -0.45 3.34
11 N -0.60 1.75 -0.26
12 N 2.48 -1.16 -1.09
13 C -3.50 2.73 -3.93
14 C 1.84 -3.30 -2.16
15 C 2.67 -2.60 -1.07
16 C 0.24 -3.02 5.19
17 C -1.52 0.27 2.33
18 C -2.00 3.76 -0.14
19 C -1.54 2.62 -0.75
20 C -0.75 1.42 2.41
21 C -0.02 -2.67 -3.63
22 C 2.06 0.04 4.61
23 C -2.20 0.60 4.61
24 C -3.48 4.27 -1.98
25 C -2.08 2.26 -2.03
26 C -3.03 1.60 -4.51
27 C -2.25 -0.14 3.44
28 C 3.36 -0.39 -1.95
29 C -3.03 3.10 -2.65
30 C 3.11 -0.55 -3.45
31 C -2.97 4.58 -0.76
32 C -0.71 2.17 3.57
33 C 1.18 -1.62 3.38
34 C -1.44 1.75 4.68
35 C 0.83 -1.83 -4.60
36 C 1.52 -0.86 5.46
37 C -2.09 0.82 -3.81
38 H -3.36 1.28 -5.50
39 H -1.41 2.33 5.59
40 H -1.55 -0.30 1.41
41 H -1.02 -2.23 -3.57
42 H 3.23 0.67 -1.68
43 H 2.52 -0.79 -0.14
44 H -0.13 -3.66 -4.09
45 H 1.71 -2.38 -4.95
46 H -1.72 -0.10 -4.25
47 H -0.11 3.07 3.60
48 H -3.30 5.47 -0.24
49 H 4.43 -0.62 -1.77
50 H 0.24 -1.62 -5.49
51 H -0.13 -3.09 -1.64
52 H -0.82 -2.88 5.00
53 H -2.84 -1.04 3.38
54 H -2.78 0.28 5.47
55 H 3.75 0.16 -3.97
56 H 3.73 -2.88 -1.18
57 H 2.35 -3.21 -3.12
58 H 1.48 -0.87 6.53
59 H 0.43 -3.11 6.25
60 H 3.40 -1.54 -3.80
61 H 0.57 -3.92 4.67
62 H 2.56 0.96 4.80
63 H 2.34 -2.95 -0.10
64 H -1.59 4.06 0.82
65 H -4.21 4.91 -2.46
66 H -4.23 3.36 -4.42
67 H 1.80 -4.38 -1.94
68 H 1.97 0.05 2.46

Properties
- orbital gap (eV) = 7.59
- total charge = 0

## Q
Computed, not measured: a molecular structure, C25H31N6NaO2S3, with ωB97M-V with the def2-TZVPD basis set.

Atoms and positions in Å:
1 S 0.70 0.01 -2.88
2 S -0.46 -2.21 1.75
3 S 2.71 1.34 1.09
4 Na 0.04 0.52 0.22
5 O 0.51 -0.76 -4.09
6 O 1.07 1.40 -3.08
7 N -0.29 -4.68 0.60
8 N 0.01 2.92 0.64
9 N -2.35 0.25 0.22
10 N -0.46 -3.06 -0.83
11 N -0.49 -0.16 -1.83
12 N -0.04 1.05 2.76
13 C -4.86 1.33 -0.29
14 C 2.41 1.55 2.87
15 C 4.46 -1.16 -2.17
16 C -3.30 1.50 -3.64
17 C -4.23 1.67 -2.65
18 C -0.31 -5.24 -0.67
19 C 1.14 3.40 -0.15
20 C -0.23 -5.38 1.86
21 C 2.50 3.03 0.45
22 C 2.04 -1.45 -0.85
23 C -3.93 1.22 -1.35
24 C 2.09 -0.74 -2.03
25 C 3.31 -0.59 -2.69
26 C -2.07 0.89 -3.38
27 C -3.25 0.35 1.16
28 C 4.40 -1.89 -0.99
29 C -0.13 3.44 1.99
30 C -1.71 0.46 -2.11
31 C -0.41 -4.23 -1.56
32 C -4.54 0.88 0.96
33 C -0.39 -3.33 0.50
34 C -2.67 0.63 -1.04
35 C 3.19 -2.03 -0.33
36 C 1.21 0.79 3.43
37 C -0.63 2.37 2.97
38 H 0.61 -5.01 2.45
39 H -0.61 -2.12 -1.19
40 H -0.71 0.33 2.98
41 H 1.13 4.49 -0.30
42 H -0.81 4.30 2.03
43 H -5.19 2.12 -2.84
44 H -5.83 1.76 -0.50
45 H 1.05 2.94 -1.14
46 H 5.30 -2.34 -0.59
47 H -5.24 0.93 1.78
48 H 0.84 3.82 2.32
49 H -2.96 0.00 2.15
50 H -0.11 -6.44 1.66
51 H -1.15 -5.21 2.42
52 H 2.78 3.71 1.25
53 H -0.85 3.05 0.11
54 H -0.46 -4.24 -2.63
55 H -0.45 2.74 3.99
56 H -1.71 2.27 2.86
57 H -0.23 -6.30 -0.82
58 H 1.40 -0.28 3.34
59 H -1.38 0.75 -4.20
60 H 3.30 1.20 3.39
61 H 3.13 -2.58 0.60
62 H -3.51 1.83 -4.65
63 H 1.17 1.03 4.51
64 H 3.34 -0.02 -3.61
65 H 3.25 3.14 -0.33
66 H 2.33 2.62 3.07
67 H 5.40 -1.03 -2.69
68 H 1.13 -1.56 -0.27

Properties
- orbital gap (eV) = 7.44
- total charge = 0

The most stable of them is P.